# 1
Molecular formula: C7H12F3INO4
Method: DFT, ωB97M-V/def2-TZVPD

Each line ends with the Löwdin charge.
CARTESIAN COORDINATES (ANGSTROEM)
H 2.085 -0.847 -1.943  0.159
O -3.937 0.602 1.381  -0.197
H -1.052 2.318 -0.784  0.013
O 3.198 0.207 -0.631  0.067
C -1.799 1.640 -0.350  -0.654
C -1.256 0.358 0.258  -0.342
O -2.886 -1.359 1.270  -0.220
I -3.114 1.196 -1.966  0.750
C 1.365 -2.038 0.212  0.023
F 2.627 1.399 1.187  0.158
C 1.929 -0.078 -1.182  -0.104
H -2.142 -0.347 0.653  0.022
C -0.445 -0.536 -0.642  -0.163
H 1.238 -2.674 -0.664  0.108
C -3.980 -0.663 1.616  -0.938
F 4.623 1.554 0.324  0.199
O -4.936 -1.240 2.205  -0.149
C 3.343 1.397 0.034  -0.674
H -0.684 0.640 1.161  0.119
H -0.843 -1.561 -0.612  0.128
N 1.006 -0.638 -0.168  -0.119
H 1.464 0.793 -1.651  0.153
H 0.679 -2.351 1.003  0.123
F 2.912 2.441 -0.699  0.170
H 1.054 -0.088 0.692  0.146
H -2.400 2.143 0.410  0.036
H 2.396 -2.060 0.575  0.101
H -0.446 -0.209 -1.689  0.084

HOMO level   -1.72 eV
LUMO level   1.75 eV
Gap between HOMO and LUMO   0.1274 hartree
Total charge   -1

---

# 2
Molecular formula: C7H12FN
Method: DFT, ωB97M-V/def2-TZVPD

Each line ends with the Löwdin charge.
CARTESIAN COORDINATES (ANGSTROEM)
C -1.664 2.378 -0.728  -0.182
C 0.532 -0.858 -1.059  -0.096
H 1.936 0.361 0.144  0.095
C -2.545 1.593 -0.241  -0.041
C -1.808 -0.863 -0.347  -0.171
H -2.132 -0.975 -1.426  0.145
C 1.456 -1.229 1.200  -0.182
H 1.851 -2.333 1.236  0.144
H -3.550 1.690 -0.045  -0.016
H -0.586 -1.348 1.995  0.109
H 2.717 -0.978 -0.553  0.101
C 1.781 -0.644 -0.165  -0.187
H 0.363 0.083 -1.625  0.103
H 0.582 -1.666 -1.919  0.151
N -0.559 -1.004 -0.024  -0.123
F -2.685 -1.527 0.490  -0.003
C -0.020 -0.832 1.277  -0.155
H -1.736 3.453 -1.055  0.047
H 2.063 -0.759 1.937  0.091
H 0.112 0.285 1.488  0.154
H -0.616 2.244 -0.992  0.014

HOMO level (alpha / beta)   -6.82 / -7.05 eV
Energy relative to the best compared isomer or geometry (same formula, charge and spin)   4.512 eV
LUMO level (alpha / beta)   0.84 / 0.85 eV
Gap between HOMO and LUMO (alpha / beta)   0.2816 / 0.2905 hartree

---

# 3
Molecular formula: C7H12FeO3
Method: DFT, ωB97M-V/def2-TZVPD

Each line ends with the Löwdin spin population.
CARTESIAN COORDINATES (ANGSTROEM)
H 1.174 -1.686 -0.840  0.001
C -1.953 2.561 -0.180  0.000
C -2.154 -0.311 1.068  0.000
H -1.888 1.481 -2.010  0.000
H -2.122 0.810 0.214  0.000
H -3.147 -0.742 0.903  0.000
C -2.494 1.825 -1.169  0.000
H -3.577 1.759 -1.295  0.000
H -2.585 3.115 0.518  0.000
H 1.293 0.086 -0.667  0.001
H 0.444 -0.099 1.725  0.000
H -2.040 0.107 2.073  0.000
C 1.340 -0.868 -0.126  0.005
O 4.812 -1.201 0.234  0.367
H 0.417 -1.862 1.549  0.000
H -1.274 -1.677 -0.313  0.000
O 3.571 -0.982 -1.566  0.348
H -0.893 2.823 -0.186  0.000
C -1.081 -1.016 0.540  0.000
O 2.623 -1.011 0.480  0.028
C 0.309 -0.904 0.990  0.001
Fe 5.540 -1.151 -1.628  5.172
C 3.687 -1.057 -0.315  0.077

HOMO level (alpha / beta)   -16.00 / -17.01 eV
2S+1   7
Energy relative to the best compared isomer or geometry (same formula, charge and spin)   0.264 eV
LUMO level (alpha / beta)   -7.85 / -11.54 eV
Gap between HOMO and LUMO (alpha / beta)   0.2994 / 0.2010 hartree
Total charge   +2

---

# 4
Molecular formula: C7H12INO
Method: DFT, ωB97M-V/def2-TZVPD

Each line ends with the Löwdin charge.
CARTESIAN COORDINATES (ANGSTROEM)
C -0.405 0.486 0.474  -0.170
C -1.916 0.429 0.616  -0.051
H -0.831 3.083 -0.677  0.115
C -0.262 2.255 -1.206  -0.085
H -2.560 1.195 -0.056  0.124
H 1.189 -2.250 1.796  0.167
C 1.764 1.062 -0.635  -0.027
C 0.372 -0.559 1.356  -0.435
H 2.123 0.327 0.018  0.054
C 0.274 -2.768 -0.029  -0.532
H -2.280 0.300 1.700  0.105
H 0.557 2.662 -1.859  0.095
C 0.307 1.226 -0.368  -0.348
H -1.078 2.086 -1.870  0.066
H 1.044 -3.538 -0.097  0.051
N 0.580 -1.892 1.019  -0.029
H 2.107 2.050 -0.392  0.095
O 1.009 -0.185 2.306  0.082
I -1.637 -4.008 0.282  0.516
H 1.810 0.735 -1.666  0.098
H -2.256 -0.539 0.216  0.044
H 0.090 -2.156 -0.929  0.066

HOMO level   -9.12 eV
Energy relative to the best compared isomer or geometry (same formula, charge and spin)   0.000 eV
LUMO level   0.03 eV
Gap between HOMO and LUMO   0.3362 hartree

---

# 5
Molecular formula: C7H12N
Method: DFT, ωB97M-V/def2-TZVPD

Each line ends with the Löwdin charge.
CARTESIAN COORDINATES (ANGSTROEM)
H 0.469 0.904 -1.800  0.127
H -4.679 0.437 -1.176  0.125
C 1.950 -0.219 1.005  0.011
H 1.760 -0.146 2.137  0.148
H 2.907 0.173 0.660  0.114
C -4.018 0.098 -0.324  0.071
H 2.074 1.225 -1.197  0.096
H -1.551 -1.735 0.050  0.104
H 1.845 -1.360 0.859  0.123
H 1.161 1.238 0.706  0.152
C 1.265 0.565 -1.153  -0.019
H -1.642 1.539 1.241  0.152
H 0.265 -2.224 -0.258  0.110
C -0.506 -0.149 0.227  -0.302
C -0.488 -1.423 -0.107  0.106
C -1.651 0.692 0.480  -0.044
H -4.454 -0.578 0.363  0.076
C -2.813 0.205 0.048  -0.108
N 0.870 0.442 0.202  -0.167
H 1.651 -0.386 -1.517  0.124

HOMO level   -12.95 eV
Energy relative to the best compared isomer or geometry (same formula, charge and spin)   4.422 eV
LUMO level   -3.29 eV
Gap between HOMO and LUMO   0.3552 hartree
Total charge   +1

---

# 6
Molecular formula: C7H12N2
Method: DFT, ωB97M-V/def2-TZVPD

Each line ends with the Löwdin charge.
CARTESIAN COORDINATES (ANGSTROEM)
H 1.568 -1.348 -0.593  0.074
H -3.061 2.148 -0.240  0.115
H -0.980 2.702 -2.256  0.074
H 3.155 -3.154 -0.138  0.035
C 1.663 -1.742 0.392  -0.221
N -1.224 0.862 0.094  -0.186
H 0.699 1.795 0.165  0.107
H 0.438 0.718 -1.468  0.159
H 0.646 -1.497 2.325  0.125
C 0.741 -0.970 1.323  -0.161
H 0.925 0.128 1.422  0.098
H -0.997 -2.278 0.865  0.132
C 2.487 -2.758 0.564  0.009
C -0.035 1.415 -0.600  -0.177
C -0.645 -1.200 0.694  -0.205
H -2.590 1.132 -1.607  0.122
H -0.744 3.504 -0.725  0.111
N -1.459 -0.480 0.091  0.042
C -0.903 2.510 -1.222  -0.155
H 2.441 -3.169 1.617  0.080
C -2.128 1.682 -0.701  -0.180

HOMO level   -8.45 eV
Energy relative to the best compared isomer or geometry (same formula, charge and spin)   3.616 eV
LUMO level   1.05 eV
Gap between HOMO and LUMO   0.3491 hartree

---

# 7
Molecular formula: C7H12N2O
Method: DFT, ωB97M-V/def2-TZVPD

Each line ends with the Löwdin charge.
CARTESIAN COORDINATES (ANGSTROEM)
C -4.359 -0.635 -0.155  -0.180
O 2.001 0.668 -0.201  -0.124
C -0.535 -1.261 0.049  -0.127
H -1.601 0.498 -1.667  0.127
C -3.178 0.319 -0.285  -0.214
H -4.570 -2.806 0.318  0.109
N 0.151 -1.163 0.990  0.164
C -0.984 -2.021 -2.251  -0.026
H -0.457 -2.960 -2.041  0.092
H 2.021 0.035 0.595  0.046
N -2.255 -0.182 -1.287  -0.006
H -2.322 -3.467 -0.340  0.120
H -5.045 -0.516 -1.011  0.120
H -0.277 -1.300 -2.682  0.090
C -2.646 -2.427 -0.422  -0.040
H -1.784 -2.212 -2.979  0.095
H -2.687 0.428 0.703  0.121
H -4.947 -0.398 0.744  0.116
C -1.624 -1.449 -0.979  -0.532
H -3.516 1.317 -0.591  0.121
C -3.886 -2.058 -0.091  -0.074
H 1.106 1.029 -0.234  0.003

HOMO level   -9.60 eV
Energy relative to the best compared isomer or geometry (same formula, charge and spin)   1.139 eV
LUMO level   0.67 eV
Gap between HOMO and LUMO   0.3773 hartree

---

# 8
Molecular formula: C7H12N2O
Method: DFT, ωB97M-V/def2-TZVPD

Each line ends with the Löwdin charge.
CARTESIAN COORDINATES (ANGSTROEM)
N 1.249 -1.931 0.290  0.053
C -2.717 -0.066 -0.089  -0.096
H -3.761 -0.387 -0.098  0.102
C 0.930 -0.543 0.561  -0.324
N 2.721 0.511 -0.870  0.105
H 0.730 -0.414 1.636  0.153
H -0.116 -0.302 -1.291  0.151
H -0.347 1.990 -0.781  0.118
H 2.658 2.041 -0.081  0.241
H 1.255 -2.143 -0.704  0.079
C -0.805 1.310 -0.049  -0.150
C -1.565 -1.013 0.133  -0.154
O 2.134 1.567 0.859  -0.015
H -1.533 -1.343 1.186  0.122
H -1.628 -1.925 -0.477  0.111
H 2.145 -2.208 0.678  0.084
H -0.551 1.701 0.951  0.121
C -0.332 -0.151 -0.219  -0.274
H 2.699 -0.359 -1.397  0.044
H -2.955 2.069 -0.305  0.102
C -2.303 1.200 -0.193  -0.094
C 2.090 0.395 0.261  -0.480

HOMO level   -9.22 eV
Energy relative to the best compared isomer or geometry (same formula, charge and spin)   1.857 eV
LUMO level   0.78 eV
Gap between HOMO and LUMO   0.3675 hartree

---

# 9
Molecular formula: C7H12N2O
Method: DFT, ωB97M-V/def2-TZVPD

Each line ends with the Löwdin charge.
CARTESIAN COORDINATES (ANGSTROEM)
N 2.680 -0.127 -0.038  0.094
H 3.318 1.895 -0.106  0.091
H 0.649 2.433 0.083  0.102
H 2.252 -2.615 -0.023  0.081
C 1.284 -2.137 0.091  -0.013
C -1.435 -0.183 -1.263  0.006
H -2.521 -0.251 -1.267  0.086
N 0.515 0.285 0.124  0.022
H -1.022 -1.118 -1.635  0.078
O -1.151 -1.016 1.005  0.010
C -1.624 1.329 0.739  -0.014
C 1.496 -0.669 0.053  -0.356
C 2.490 1.218 -0.037  -0.148
H 0.625 -2.466 -0.711  0.070
C 1.162 1.496 0.060  -0.076
H -1.130 0.621 -1.928  0.092
C -0.922 0.092 0.161  -0.570
H -2.092 -1.220 1.001  0.108
H -2.673 1.094 0.910  0.088
H 0.840 -2.435 1.038  0.075
H -1.171 1.602 1.689  0.095
H -1.571 2.170 0.054  0.081

HOMO level   -8.35 eV
Energy relative to the best compared isomer or geometry (same formula, charge and spin)   0.000 eV
LUMO level   0.62 eV
Gap between HOMO and LUMO   0.3296 hartree

---

# 10
Molecular formula: C7H12N2O2
Method: DFT, ωB97M-V/def2-TZVPD

Each line ends with the Löwdin charge.
CARTESIAN COORDINATES (ANGSTROEM)
O 2.007 -3.042 0.398  -0.018
H 3.236 -0.646 0.080  0.102
C 1.417 -1.818 -0.080  -0.276
C -0.287 -0.614 -1.265  -0.121
H -3.706 0.259 -0.340  0.024
H -1.040 0.918 1.091  0.120
C -3.233 0.636 0.485  -0.051
H -3.720 0.294 1.460  0.090
O 2.077 1.718 0.060  -0.137
C 3.449 1.715 0.166  -0.149
C 2.171 -0.566 0.078  -0.099
H 4.029 1.331 -0.704  0.099
N 1.491 0.513 -0.081  0.018
H 3.799 1.077 0.988  0.083
C -1.670 0.250 0.460  -0.229
H 2.846 -2.758 0.782  0.075
N -1.156 0.209 -0.857  -0.054
H -1.337 0.897 -1.693  0.197
C 0.198 -1.793 -0.720  -0.072
H -0.286 -2.716 -1.045  0.127
H -1.466 -0.626 1.046  0.106
H -3.169 1.730 0.611  0.067
H 3.800 2.757 0.210  0.099

HOMO level   -6.55 eV
Energy relative to the best compared isomer or geometry (same formula, charge and spin)   7.390 eV
LUMO level   0.85 eV
Gap between HOMO and LUMO   0.2720 hartree